ORCA calculation (ωB97M-V/def2-TZVPD) on the ion C6H8NOS2 with charge +1.

SMILES: [NH3+]C1=C(O)[C@@H]2S[C@@H]2[C@H]2S[C@@H]12
Net charge: +1
HOMO energy, eV: -12.51
Kohn-Sham gap, Eh: 0.3270

Each line ends with the Mulliken charge.
CARTESIAN COORDINATES (ANGSTROEM)
1 N 1.88550 -0.52641 -0.53445  -0.103
2 C 0.54351 0.06209 -0.19846  -0.719
3 C -0.20478 -0.84487 0.44886  0.853
4 O 0.36902 -2.01723 0.85015  -0.594
5 C -1.63619 -0.58058 0.84544  -0.617
6 S -2.94566 -0.83074 -0.52172  -0.069
7 C -2.25172 0.65101 0.32684  -0.333
8 C -1.36821 1.62620 -0.42594  -0.857
9 S -0.13919 2.58298 0.67594  -0.118
10 C -0.00510 1.32014 -0.69755  -0.053
11 H 1.86003 -1.46429 -0.17883  0.365
12 H 2.55719 -0.06974 0.11280  0.382
13 H 2.13633 -0.29339 -1.53995  0.398
14 H 0.02706 -2.28929 1.67950  0.361
15 H -2.06409 -1.02154 1.71398  0.534
16 H -2.82242 1.26832 1.03674  0.458
17 H -1.78247 2.35444 -1.06754  0.569
18 H 0.56744 1.55706 -1.52829  0.545

---

ORCA calculation (ωB97M-V/def2-TZVPD) on a cluster of 2 separate species, C4H10 in total.

SMILES: C=C.CC
Net charge: 0
HOMO energy, eV: -10.38
Kohn-Sham gap, Eh: 0.4255

Each line ends with the Mulliken charge.
CARTESIAN COORDINATES (ANGSTROEM)
1 C -2.77911 0.14786 0.71292  -0.442
2 C -1.84188 0.02009 1.59118  -0.389
3 H -2.70591 0.96879 -0.03343  0.228
4 H -3.70661 -0.33010 0.94410  0.273
5 H -0.86098 0.53129 1.21783  0.022
6 H -1.85513 -0.55143 2.43531  0.307
7 C 1.71966 0.63529 -0.62852  -0.582
8 C 1.71821 -0.87797 -1.01156  -0.786
9 H 2.44749 0.85850 0.25771  0.220
10 H 0.67658 0.96916 -0.38987  0.079
11 H 2.05986 1.19800 -1.53971  0.276
12 H 0.77608 -1.34427 -0.66084  0.238
13 H 1.62813 -0.94808 -2.06764  0.272
14 H 2.72362 -1.27713 -0.82748  0.283

---

ORCA calculation (ωB97M-V/def2-TZVPD) on a structure of composition C29H40AsCoN7O3SSi2.

Multiplicity: 5
⟨S²⟩: 6.021
Net charge: +1
HOMO energy (spin up / spin down), eV: -7.82 / -9.45
Kohn-Sham gap (spin up / spin down), Eh: 0.2014 / 0.2502

Each line ends with the Mulliken charge.
CARTESIAN COORDINATES (ANGSTROEM)
1 Co 0.19566 0.92572 0.84781  0.166
2 N 1.28989 4.68795 -0.45904  -0.023
3 C 1.59082 4.72465 -1.82661  0.048
4 C 1.67911 5.94787 -2.47999  -0.674
5 C 2.03150 6.00484 -3.81826  -0.633
6 C 2.29260 4.83575 -4.51881  -0.778
7 C 2.18845 3.61322 -3.87212  -0.546
8 C 1.83737 3.55115 -2.53120  0.781
9 S 1.84067 2.01598 -1.66963  -0.210
10 N 0.83399 2.36559 -0.34450  0.479
11 C 0.89310 3.58012 0.23914  0.290
12 C 0.50421 3.68408 1.59274  0.822
13 C 0.48492 4.88137 2.35686  -1.066
14 C 0.13131 4.84350 3.67180  -0.518
15 C -0.22561 3.60948 4.26630  -0.848
16 C -0.20959 2.49215 3.47447  0.712
17 N 0.13297 2.49271 2.18026  -0.182
18 H 1.22694 5.57581 0.00432  0.048
19 H 1.47963 6.85992 -1.92846  0.379
20 H 2.10361 6.96432 -4.31192  0.383
21 H 2.57753 4.87352 -5.56115  0.405
22 H 2.40529 2.69670 -4.40703  0.351
23 H 0.77075 5.82684 1.91611  0.292
24 H 0.12929 5.75200 4.25895  0.428
25 H -0.50389 3.54159 5.30740  0.447
26 H -0.48549 1.52750 3.88705  -0.244
27 O 1.98176 -0.03144 1.10580  -0.318
28 N 1.97970 -1.27838 1.16455  -0.646
29 N 1.14334 -1.87876 0.40595  0.975
30 O 0.32672 -1.15750 -0.41917  0.468
31 C 0.86224 -3.26556 0.70578  -0.330
32 C 1.91896 -4.13911 0.89192  -0.581
33 C 1.63995 -5.45332 1.23307  -0.562
34 C 0.32548 -5.87801 1.37578  -0.597
35 C -0.71849 -4.98315 1.18457  -1.060
36 C -0.45548 -3.66306 0.85188  0.729
37 H 2.93623 -3.79550 0.76590  0.493
38 H 2.45501 -6.14949 1.37661  0.427
39 H 0.11524 -6.90727 1.63336  0.447
40 H -1.74396 -5.31165 1.28962  0.455
41 H -1.26004 -2.95390 0.71155  0.291
42 C 0.44232 0.21724 -4.80326  -0.501
43 Si 1.07968 -1.31607 -3.96026  0.483
44 C 0.59964 -2.79344 -5.01359  -1.235
45 C 2.91539 -1.32382 -3.66453  -1.050
46 As -0.12773 -2.13061 -2.07083  0.035
47 Si -2.21944 -1.01128 -2.26269  0.276
48 C -2.95574 -1.64230 -3.85694  -1.106
49 C -3.25377 -1.56157 -0.80872  -0.995
50 C -2.05002 0.84393 -2.22257  -0.623
51 H 1.00355 0.36504 -5.73013  0.410
52 H 0.53903 1.11492 -4.19403  -0.149
53 H -0.60786 0.09460 -5.07409  0.279
54 H 0.97511 -2.65192 -6.02989  0.376
55 H -0.48540 -2.91445 -5.08245  0.317
56 H 1.01411 -3.72342 -4.62095  0.329
57 H 3.42043 -1.31582 -4.63392  0.411
58 H 3.21543 -2.23365 -3.14031  0.341
59 H 3.26884 -0.46965 -3.08602  0.268
60 H -2.89537 -2.73135 -3.91882  0.347
61 H -2.46021 -1.22685 -4.73582  0.307
62 H -4.01136 -1.36586 -3.90594  0.395
63 H -3.35994 -2.64739 -0.76183  0.283
64 H -4.25402 -1.13126 -0.90658  0.447
65 H -2.82643 -1.20998 0.13246  0.083
66 H -1.49323 1.23358 -3.07360  0.206
67 H -1.53108 1.17557 -1.31964  -0.108
68 H -3.04201 1.30364 -2.21788  0.459
69 N -1.00784 -0.33117 1.92294  -0.498
70 C -1.21435 -0.89835 2.91184  0.407
71 N -1.48624 -1.55328 4.00124  0.027
72 C -0.48626 -2.44961 4.61370  -0.310
73 C 0.02300 -1.80445 5.89116  -0.608
74 O -1.05384 -1.49335 6.75375  -0.394
75 C -1.93911 -0.55573 6.17450  -0.398
76 C -2.56496 -1.11981 4.90995  -0.604
77 H 0.31840 -2.63477 3.90325  0.296
78 H -0.98704 -3.39198 4.84014  0.251
79 H 0.59161 -0.89566 5.65167  0.318
80 H 0.67338 -2.49309 6.42701  0.381
81 H -1.40446 0.37571 5.94382  0.200
82 H -2.70900 -0.34270 6.91363  0.378
83 H -3.19209 -0.38678 4.40613  0.429
84 H -3.16284 -2.00100 5.14644  0.339

---

ORCA calculation (ωB97M-V/def2-TZVPD) on a cluster of 2 separate species, C2H8O5Si in total.

Net charge: 0
HOMO energy, eV: -9.70
Kohn-Sham gap, Eh: 0.3542

Each line ends with the Mulliken charge.
CARTESIAN COORDINATES (ANGSTROEM)
1 C 0.39118 -1.22864 -1.55906  1.120
2 C 0.59954 -1.53042 -0.05361  -0.565
3 O 1.63749 -1.00920 -2.21479  -0.586
4 O -0.51632 -0.26198 -1.94117  -0.521
5 O -0.09782 -2.39348 -2.09180  -0.569
6 O -0.65471 0.47031 1.33825  -0.408
7 O 1.76571 -1.89347 0.09845  -0.258
8 Si 0.10919 1.84608 1.62769  0.400
9 H 1.61354 -1.33197 -3.10888  0.332
10 H -0.26591 0.48943 -1.46953  0.265
11 H -0.45330 -2.14715 -2.94829  0.354
12 H -0.45153 -0.25609 0.59526  0.478
13 H 2.40602 -1.81935 -0.71557  0.386
14 H 1.22732 1.83853 2.59613  -0.123
15 H 0.84477 2.39218 0.45743  -0.176
16 H -0.92108 2.87815 1.92804  -0.129

---

In order of appearance, relative energy (zero: lowest compared OMol25 entry of this formula, charge and spin) = 0.0; 49.0; 10.1; 168.5 kcal per mole.